(1)
This record from OMol25 describes an isolated molecule of C5H8O2. The level of theory is the ωB97M-V functional and the def2-TZVPD basis.

Each line ends with the natural charge from an NBO analysis.
Positions of all 15 atoms, in Å:
O1 0.722 -0.790 0.915  -0.5154
O2 -0.246 1.071 -0.939  -0.5135
C1 -1.081 0.030 -0.512  0.0627
C2 -0.601 -0.978 0.503  0.0513
C3 -1.653 0.032 0.875  -0.4738
C4 1.521 -0.354 -0.179  -0.0981
C5 1.109 1.060 -0.511  -0.0876
H1 1.369 -0.990 -1.066  0.1727
H2 -2.680 -0.319 0.953  0.2204
H3 -1.368 0.811 1.573  0.2325
H4 -0.891 -2.031 0.529  0.1908
H5 1.699 1.499 -1.325  0.1890
H6 1.244 1.685 0.384  0.1716
H7 2.562 -0.428 0.138  0.1999
H8 -1.706 -0.298 -1.337  0.1974

Properties
charge = 0
DFT total energy = -9407.5856 eV
highest occupied orbital energy = -9.1445 eV
SMILES = C1CO[C@@H]2C[C@@H]2O1
E_LUMO = 1.097 eV
gap between HOMO and LUMO = 0.37636 hartree
ΔE to the lowest compared entry with this formula, charge and spin = 51.8 kcal/mol


(2)
This record from OMol25 describes C30H50CeOP4 as an isolated structure in a non-equilibrium geometry. The level of theory is the ωB97M-V functional and the def2-TZVPD basis.

Each line ends with the Löwdin spin population.
Positions of all 86 atoms, in Å:
Ce1 0.465 0.457 -0.648  1.0196
P1 -1.372 0.014 1.614  -0.0026
P2 -0.541 2.589 -2.110  -0.0029
P3 -1.651 -1.106 -1.923  -0.0029
P4 2.538 0.989 1.421  -0.0026
O1 1.667 -0.130 -2.568  -0.0023
C1 -3.288 -2.001 1.876  -0.0002
C2 -0.276 -1.152 5.956  0.0000
C3 -3.374 -0.532 -1.778  0.0003
C4 -1.436 -1.348 -3.723  -0.0007
C5 -1.547 1.837 1.710  0.0000
C6 3.208 0.527 -4.325  -0.0001
C7 0.146 2.683 -3.810  -0.0004
C8 -3.095 -0.620 1.680  -0.0005
C9 -0.889 -0.436 3.326  -0.0004
C10 -5.686 -1.686 1.774  -0.0002
C11 1.939 1.980 2.854  -0.0006
C12 3.408 -0.406 2.236  -0.0004
C13 0.137 4.119 -1.346  -0.0003
C14 3.962 2.011 0.912  -0.0003
C15 -1.640 0.075 4.389  -0.0001
C16 -1.337 -0.281 5.700  0.0000
C17 5.323 -0.163 -2.600  0.0001
C18 -1.750 -2.823 -1.324  -0.0006
C19 4.531 0.774 -4.706  0.0000
C20 0.479 -1.671 4.897  0.0000
C21 -4.210 0.217 1.529  -0.0002
C22 1.728 -4.379 -0.497  -0.0001
C23 4.004 -0.460 -2.212  0.0000
C24 -4.578 -2.527 1.915  0.0000
C25 2.989 -0.053 -3.068  0.0000
C26 1.212 -4.277 0.744  0.0000
C27 0.166 -1.330 3.581  0.0000
C28 -2.296 3.008 -2.395  -0.0006
C29 -5.499 -0.317 1.584  0.0000
C30 5.575 0.397 -3.855  -0.0001
H1 -3.950 -0.843 -2.659  0.0000
H2 -1.286 -0.384 -4.231  0.0000
H3 -0.570 -1.996 -3.930  0.0000
H4 -2.330 2.093 2.427  0.0000
H5 4.739 1.242 -5.670  0.0000
H6 -2.868 2.995 -1.459  0.0000
H7 3.489 -1.235 1.516  0.0000
H8 4.421 -0.127 2.566  -0.0001
H9 2.825 -0.761 3.095  0.0000
H10 1.232 1.392 3.453  0.0000
H11 -2.337 -3.430 -2.027  -0.0001
H12 3.799 -0.987 -1.281  0.0000
H13 -4.710 -3.598 2.070  0.0000
H14 0.724 -1.754 2.741  0.0000
H15 -0.037 -1.436 6.979  0.0000
H16 4.657 2.058 1.766  -0.0001
H17 1.006 0.077 -3.272  -0.0001
H18 -3.838 -0.935 -0.870  0.0000
H19 -2.244 -2.847 -0.345  0.0000
H20 2.771 2.324 3.492  -0.0001
H21 3.626 3.022 0.658  0.0000
H22 -1.828 2.252 0.731  0.0000
H23 -2.422 -2.652 2.020  0.0000
H24 6.602 0.536 -4.186  0.0000
H25 -4.079 1.285 1.375  0.0000
H26 -2.356 4.006 -2.840  -0.0001
H27 -6.356 0.346 1.490  0.0000
H28 1.831 -4.329 1.645  0.0000
H29 0.144 -4.114 0.916  0.0000
H30 -0.181 3.621 -4.284  -0.0001
H31 -6.693 -2.103 1.812  0.0000
H32 -2.764 2.286 -3.074  0.0000
H33 -0.749 -3.267 -1.212  0.0000
H34 1.414 2.871 2.482  0.0000
H35 -0.229 1.842 -4.414  0.0000
H36 1.247 2.658 -3.828  0.0000
H37 1.313 -2.346 5.096  0.0000
H38 -0.318 4.293 -0.360  0.0000
H39 4.468 1.569 0.037  0.0000
H40 -3.391 0.563 -1.709  0.0000
H41 -1.928 0.125 6.520  0.0000
H42 2.805 -4.529 -0.668  0.0000
H43 -2.338 -1.820 -4.142  -0.0001
H44 -2.477 0.746 4.187  0.0000
H45 1.101 -4.386 -1.399  0.0000
H46 -0.613 2.303 2.047  0.0001
H47 6.141 -0.396 -1.924  0.0000
H48 2.362 0.782 -4.962  0.0000
H49 1.223 4.022 -1.199  0.0001
H50 -0.056 4.991 -1.986  -0.0001

Properties
charge = +3
expectation value of S² = 0.75
multiplicity = 2
DFT total energy = -84028.7186 eV
highest occupied orbital energy (spin up / spin down) = -16.2724 / -16.2716 eV
E_LUMO (spin up / spin down) = -9.379 / -9.315 eV
gap between HOMO and LUMO (spin up / spin down) = 0.25333 / 0.25565 hartree


(3)
This record from OMol25 describes a 11-piece molecular cluster, C33H97O42P9S2 overall in a non-equilibrium geometry. The level of theory is the ωB97M-V functional and the def2-TZVPD basis.

Each line ends with the Mulliken charge.
Positions of all 183 atoms, in Å:
S1 0.897 -0.396 -0.930  1.1224
S2 -0.142 -1.436 -7.913  1.1383
P1 6.709 -6.186 -2.339  1.0589
P2 -1.336 -9.959 -3.954  1.0151
P3 1.167 0.253 9.420  0.9585
P4 1.280 6.210 -4.509  0.8794
P5 -2.404 7.881 5.430  0.9944
P6 -5.731 -0.343 4.129  1.0768
P7 -6.629 4.106 -3.256  1.0017
P8 5.925 6.486 1.130  1.0918
P9 -0.595 -6.987 2.730  0.9185
O1 -4.526 0.553 4.232  -0.6234
O2 2.337 0.971 8.794  -0.6592
O3 1.228 5.671 -5.907  -0.7101
O4 0.372 5.324 -3.442  -0.2005
O5 6.470 -5.880 -3.955  -0.2876
O6 -6.758 2.757 -4.139  -0.3603
O7 0.856 -1.980 -6.986  -0.5852
O8 2.754 6.200 -3.827  -0.1588
O9 -1.499 -1.980 -7.952  -0.6170
O10 -7.152 0.304 4.615  -0.3558
O11 -0.053 1.140 9.891  -0.3171
O12 7.249 6.653 0.153  -0.3078
O13 -2.074 -10.522 -5.305  -0.3386
O14 6.313 -7.766 -2.346  -0.3242
O15 -1.503 -7.506 3.952  -0.2579
O16 0.562 -1.469 -9.415  -0.2769
O17 -1.075 7.152 4.831  -0.2390
O18 4.602 6.753 0.474  -0.5937
O19 -6.091 -1.015 2.687  -0.2892
O20 -0.530 -0.354 -1.207  -0.5925
O21 -1.615 -5.948 1.885  -0.3022
O22 0.558 -0.887 8.491  -0.2035
O23 -0.372 -10.827 -3.337  -0.6764
O24 -2.076 9.490 5.300  -0.3275
O25 1.187 0.008 0.634  -0.2661
O26 5.970 -5.423 -1.339  -0.6497
O27 -5.473 4.910 -4.166  -0.2774
O28 1.502 -0.616 10.776  -0.3531
O29 -0.482 -8.300 1.741  -0.2099
O30 -0.863 -8.436 -4.240  -0.2285
O31 -2.599 -9.719 -3.029  -0.2370
O32 6.230 7.526 2.380  -0.3508
O33 8.353 -6.091 -2.171  -0.3607
O34 6.263 5.011 1.854  -0.3010
O35 0.684 -6.404 3.099  -0.6941
O36 1.847 0.315 -1.741  -0.5848
O37 -5.672 -1.615 5.180  -0.3168
O38 -8.006 4.876 -3.557  -0.2827
O39 -2.769 7.369 6.794  -0.6824
O40 -6.267 4.025 -1.791  -0.6242
O41 0.656 7.692 -4.393  -0.3443
O42 -3.568 7.662 4.342  -0.2837
C1 1.379 -2.186 -0.681  -0.9119
C2 -2.786 -6.407 1.210  -0.5625
C3 -3.856 6.426 3.768  -0.6531
C4 5.915 3.844 1.165  -0.6807
C5 -0.341 -1.300 -10.479  -0.1726
C6 -4.441 -2.332 5.344  -0.5984
C7 -0.697 2.107 8.981  -0.6593
C8 3.719 5.253 -4.245  -0.7220
C9 -3.110 -10.723 -2.177  -0.7225
C10 9.104 -6.942 -3.068  -0.6715
C11 4.950 -8.071 -2.711  -0.6215
C12 0.591 -1.299 -11.736  -1.2362
C13 -0.474 7.762 3.728  -0.5977
C14 1.496 -1.695 7.795  -0.7461
C15 7.507 7.645 2.892  -0.6572
C16 -1.268 -10.634 -6.493  -0.7099
C17 -7.105 1.102 5.798  -0.7446
C18 -5.708 -0.277 1.573  -0.6996
C19 7.258 7.833 -0.612  -0.7853
C20 -0.177 0.403 -7.618  -0.8800
C21 -5.109 6.274 -3.969  -0.6135
C22 -0.130 -9.564 2.369  -0.5335
C23 0.634 1.158 2.641  -1.2146
C24 -1.105 10.110 6.219  -0.7576
C25 0.903 8.489 -3.280  -0.5730
C26 0.072 0.345 1.409  -0.1287
C27 -5.607 1.894 -4.117  -0.6317
C28 0.651 5.448 -2.128  -0.6083
C29 -0.890 -7.881 5.185  -0.7978
C30 2.819 -1.043 11.026  -0.6302
C31 -1.810 -7.518 -4.697  -0.6351
C32 -8.424 6.018 -2.808  -0.6400
C33 6.384 -4.503 -4.463  -0.6918
H1 7.160 -4.339 -5.211  0.2686
H2 -1.348 -11.659 -6.855  0.2812
H3 -4.840 -3.334 5.506  0.2572
H4 1.388 9.424 -3.563  0.2327
H5 4.981 3.852 0.603  0.2923
H6 -0.117 1.428 3.383  0.3634
H7 -7.923 0.803 6.453  0.3048
H8 -2.825 -7.496 1.231  0.2160
H9 -0.959 -6.962 5.767  0.2847
H10 -0.779 9.538 7.088  0.3415
H11 -1.717 -7.364 -5.772  0.2521
H12 0.859 0.727 -7.517  0.3174
H13 2.347 -1.173 7.359  0.3689
H14 3.358 -1.071 10.079  0.3125
H15 -1.683 1.725 8.717  0.2863
H16 -3.472 -10.339 -1.224  0.2211
H17 -5.289 1.795 -5.155  0.2418
H18 -3.720 -6.053 1.648  0.2724
H19 -5.588 6.832 -3.164  0.2368
H20 5.846 3.094 1.953  0.2660
H21 4.900 -8.238 -3.787  0.2354
H22 1.430 -0.608 -11.653  0.3243
H23 -0.168 2.368 8.064  0.3360
H24 -4.393 6.711 2.864  0.2489
H25 -4.535 5.914 4.450  0.2734
H26 4.680 -8.999 -2.207  0.2558
H27 -6.205 1.177 6.408  0.3040
H28 -0.209 -10.518 -6.266  0.3333
H29 1.371 0.545 3.159  0.3084
H30 -9.025 6.642 -3.470  0.2921
H31 -5.059 -0.922 0.980  0.2580
H32 -0.110 8.746 -2.974  0.2673
H33 1.586 4.984 -1.817  0.2003
H34 -2.827 -7.854 -4.498  0.3350
H35 3.696 4.502 -3.456  0.2717
H36 -0.963 -0.406 -10.440  0.3285
H37 -5.892 0.913 -3.737  0.2495
H38 -6.506 0.162 0.974  0.2955
H39 3.488 4.727 -5.172  0.3457
H40 -1.057 -10.134 2.436  0.2462
H41 9.925 -6.348 -3.470  0.2813
H42 -1.582 -6.580 -4.191  0.2441
H43 -9.013 5.735 -1.936  0.2795
H44 7.438 7.673 -1.675  0.2880
H45 0.132 8.594 4.087  0.1887
H46 -3.760 -2.032 6.140  0.2487
H47 1.557 8.089 -2.505  0.2925
H48 2.400 -2.272 -1.052  0.3537
H49 1.151 -2.228 -11.841  0.3101
H50 -7.699 6.712 -2.384  0.2605
H51 7.433 7.761 3.974  0.2770
H52 -1.036 -2.140 -10.478  0.3126
H53 -2.995 5.835 3.454  0.3199
H54 0.164 7.068 3.181  0.2607
H55 8.598 -7.340 -3.947  0.3134
H56 -1.315 -8.742 5.702  0.2728
H57 -1.557 10.993 6.671  0.2927
H58 -7.286 2.158 5.598  0.3033
H59 -0.853 2.925 9.683  0.2362
H60 6.349 8.434 -0.581  0.3413
H61 0.597 -10.171 1.829  0.2701
H62 0.593 6.448 -1.698  0.2621
H63 -0.172 4.938 -1.627  0.3311
H64 -4.818 2.322 -3.498  0.3526
H65 -0.157 10.379 5.754  0.2908
H66 6.502 -3.724 -3.710  0.3144
H67 -1.269 8.136 3.083  0.3304
H68 0.990 -2.178 6.959  0.2724
H69 7.945 8.473 2.334  0.2418
H70 5.449 -4.270 -4.973  0.2664
H71 -0.704 0.896 0.879  0.3438
H72 2.771 -2.074 11.374  0.2573
H73 6.699 3.418 0.539  0.2812
H74 -0.298 -0.619 1.759  0.2508
H75 -0.683 0.854 -8.472  0.2856
H76 8.019 8.489 -0.192  0.2905
H77 1.135 2.097 2.405  0.3122
H78 0.077 -1.005 -12.651  0.3697
H79 0.754 -2.652 -1.442  0.3239
H80 8.138 6.759 2.829  0.3056
H81 4.258 -7.300 -2.372  0.3298
H82 0.238 -9.370 3.377  0.2226
H83 4.737 5.634 -4.328  0.2331
H84 -5.166 6.905 -4.855  0.2660
H85 -0.548 0.710 -6.640  0.3813
H86 -5.117 0.602 1.830  0.3018
H87 1.167 -2.496 0.343  0.3211
H88 1.918 -2.512 8.380  0.2890
H89 3.349 -0.487 11.800  0.2511
H90 -2.828 -6.092 0.167  0.2630
H91 -3.873 -11.286 -2.715  0.2961
H92 -4.099 6.222 -3.562  0.2509
H93 -3.858 -2.346 4.424  0.2783
H94 -2.376 -11.496 -1.948  0.3188
H95 -1.576 -9.890 -7.228  0.2507
H96 0.186 -8.032 5.101  0.3908
H97 9.630 -7.701 -2.488  0.2833

Properties
charge = 0
DFT total energy = -227072.5071 eV
highest occupied orbital energy = -10.3569 eV
SMILES = CCOS(C)(=O)=O.CCOS(C)(=O)=O.COP(=O)(OC)OC.COP(=O)(OC)OC.COP(=O)(OC)OC.COP(=O)(OC)OC.COP(=O)(OC)OC.COP(=O)(OC)OC.COP(=O)(OC)OC.COP(=O)(OC)OC.COP(=O)(OC)OC
E_LUMO = 0.232 eV
gap between HOMO and LUMO = 0.38913 hartree
ΔE to the lowest compared entry with this formula, charge and spin = 111.8 kcal/mol